# C5H13O2Rb

A structure of composition C5H13O2Rb in a non-equilibrium geometry (wB97M-V/def2-TZVPD, the Open Molecules 2025 dataset).

Geometry (Å):
C (-3.125, 0.041, 1.018)
O (-1.803, -0.190, 0.666)
C (-1.204, -2.226, 0.225)
H (-3.300, 1.075, 1.382)
H (-3.812, -0.129, 0.158)
H (-3.450, -0.617, 1.852)
H (-0.999, -2.309, 1.308)
H (-2.039, -2.253, -0.498)
C (2.873, -0.018, 0.725)
O (1.800, -0.463, -0.081)
C (1.339, -1.765, 0.247)
C (0.105, -2.124, -0.556)
H (2.923, 1.075, 0.641)
H (2.715, -0.292, 1.782)
H (3.818, -0.439, 0.347)
H (1.121, -1.790, 1.331)
H (2.154, -2.469, 0.013)
H (0.304, -3.099, -1.023)
H (-0.020, -1.418, -1.392)
Rb (0.020, 1.824, -0.388)
H (-1.542, -3.631, 0.373)

Cartesian forces (eV/Å) of the 2 atoms listed first:
C 0.7258 -0.2200 -0.1902
O 0.3263 2.3641 -0.1199

Values from the calculation:
- 2S+1 = 1
- E_HOMO (eV) = -5.70
- E_LUMO (eV) = -0.750
- calculated total energy (eV) = -10141.128
- total charge = 0
- gap between HOMO and LUMO (eV) = 4.9
- largest force on an atom (Eh/bohr) = 0.1203